Computed, not measured: a cluster of 2 separate species, C9H10BrN3 in total at a distorted geometry, with the ωB97M-V functional and the def2-TZVPD basis.

The value obtained for the total energy is -3086.97465 Eh. As for the total charge: 0.

Each line ends with the natural charge from an NBO analysis.
Geometry (Å):
C 1.85 -0.82 3.88  -0.12
C 0.72 -0.20 3.34  -0.09
C -0.84 -1.77 -1.90  -0.32
C -1.44 -1.60 -3.11  -0.16
C -1.05 -0.52 -1.15  0.14
C -1.78 0.34 -1.90  -0.22
C -2.20 -0.22 -3.20  -0.51
C 1.20 1.69 0.16  -0.70
C 0.52 1.10 1.25  0.06
N 2.95 -0.60 3.07  -0.22
N 2.53 0.08 2.08  -0.08
N 1.20 0.31 2.17  -0.20
Br -2.37 2.05 -1.37  0.06
H 1.99 -1.46 4.76  0.22
H -0.18 -0.14 3.75  0.22
H -0.32 -2.64 -1.52  0.24
H -1.36 -2.28 -3.93  0.22
H -1.80 0.27 -4.14  0.26
H -3.29 -0.35 -3.07  0.27
H 1.17 0.93 -0.81  0.23
H 0.71 2.52 -0.27  0.24
H 2.28 1.81 0.30  0.26
H -0.47 1.50 1.60  0.21



Computed, not measured: the molecule C9H10BrP at a distorted geometry, with the ωB97M-V functional and the def2-TZVPD basis.

The value obtained for the total energy is -3264.19235 Eh. The SMILES is C/P=C1\C=C(C)C=C1/C=C/Br. As for the total charge: 0.

Each line ends with the natural charge from an NBO analysis.
Geometry (Å):
C -0.39 1.69 0.07  -0.21
C 1.16 -0.02 -0.11  -0.28
C -2.52 0.52 0.18  -0.21
C -1.10 0.52 0.06  -0.06
C 1.01 1.34 0.01  0.01
C -0.12 -0.63 0.11  -0.43
C -3.49 -0.42 -0.01  -0.28
C 2.20 2.23 -0.04  -0.65
C 1.24 -3.02 -0.08  -0.95
P -0.44 -2.30 0.35  0.76
Br -5.24 0.27 0.20  0.04
H -0.75 2.63 -0.04  0.21
H 2.16 -0.60 -0.18  0.22
H -2.79 1.61 0.27  0.21
H -3.35 -1.46 -0.08  0.22
H 1.90 3.23 -0.47  0.22
H 3.03 1.70 -0.67  0.22
H 2.78 2.27 0.91  0.23
H 1.78 -2.40 -0.80  0.23
H 1.06 -3.92 -0.54  0.23
H 1.90 -3.25 0.85  0.24



Computed, not measured: a structure of composition C9H10Cl3CoNO2 at a distorted geometry, with the ωB97M-V functional and the def2-TZVPD basis.

The value obtained for the total energy is -3317.32058 Eh. The expectation value of S² is 3.812. As for the multiplicity: 4. As for the total charge: -2.

Each line ends with the natural charge from an NBO analysis.
Geometry (Å):
C -2.12 -0.76 -1.10  -0.43
C -1.94 -1.56 0.09  -0.35
C -0.78 -2.38 -0.09  -0.38
C -0.23 -2.08 -1.37  -0.33
C -1.05 -1.12 -2.02  -0.34
Co -0.59 0.41 -0.01  1.04
N -0.87 1.79 -1.23  -0.97
C -1.21 1.92 0.74  -0.45
C -1.24 0.84 1.72  -0.77
H -0.44 -3.16 0.58  0.18
H -2.65 -1.62 0.92  0.19
H 0.63 -2.58 -1.82  0.18
H -0.96 -0.78 -3.04  0.19
H -3.00 -0.19 -1.35  0.21
H -2.23 0.44 1.96  0.16
H -0.51 2.68 1.05  0.17
H -0.02 2.38 -1.09  0.26
H -0.45 0.86 2.48  0.20
H -2.19 2.36 0.69  0.17
Cl 4.78 1.03 1.50  -0.01
C 3.72 0.34 0.27  -0.20
Cl 3.89 1.23 -1.26  -0.01
Cl 4.09 -1.39 0.02  -0.01
C 2.14 0.43 0.72  0.74
O 1.91 0.92 1.82  -0.68
O 1.31 0.00 -0.16  -0.76



Among the records above, which one has the lowest total charge? C9H10Cl3CoNO2



Among the records above, which one has the lowest total charge? C9H10Cl3CoNO2



The lowest total charge belongs to which entry? C9H10Cl3CoNO2